The molecule C5H8O in a non-equilibrium geometry, computed with wB97M-V/def2-TZVPD.

energy relative to the best compared isomer or geometry (same formula, charge and spin) = 2.5928 eV
Kohn-Sham gap = 0.396 Eh
LUMO energy = 1.10 eV
molecular weight = 84.1 g mol⁻¹
E = -7359.6624 eV
strongest force on any atom = 1.03 eV/A

Each line ends with the Löwdin charge.
Positions of all 14 atoms, in Å:
O -0.59755 1.76382 -0.33434  -0.070
C -0.80090 0.63624 0.50804  -0.330
C -1.12351 -0.70322 -0.23015  -0.074
C 0.34606 -1.14387 -0.06390  -0.232
C 1.17806 -0.05919 -0.63853  -0.075
C 0.56150 0.05303 0.81361  -0.152
H 0.28044 2.07809 -0.06448  0.093
H -1.50488 0.95996 1.28311  0.141
H -1.51828 -0.58505 -1.24264  0.113
H -1.78178 -1.34670 0.36459  0.113
H 0.70798 -2.15810 0.03228  0.128
H 0.78703 0.37871 -1.56856  0.115
H 2.25582 -0.04132 -0.61403  0.095
H 1.16019 0.19352 1.71959  0.136

Atomic forces in eV per Å
-0.56 0.74 0.19
-0.08 -0.03 -0.06
-0.11 -0.04 -0.19
-0.05 -0.40 -0.05
0.34 -0.05 0.29
0.47 0.54 -0.52
-0.45 0.14 -0.44
0.27 -0.55 0.16
0.06 -0.13 0.03
0.04 0.28 -0.10
-0.19 -0.04 0.24
0.09 0.38 0.95
0.20 -0.77 0.05
-0.03 -0.08 -0.55

***

The molecule C5H8O in a non-equilibrium geometry, computed with wB97M-V/def2-TZVPD.

energy relative to the best compared isomer or geometry (same formula, charge and spin) = 5.3520 eV
Kohn-Sham gap = 0.300 Eh
LUMO energy = 0.68 eV
molecular weight = 84.1 g mol⁻¹
E = -7356.9032 eV
strongest force on any atom = 7.66 eV/A

Each line ends with the Löwdin charge.
Positions of all 14 atoms, in Å:
C 0.95265 -0.25372 -0.09757  -0.077
C -0.41717 -0.60989 0.44307  -0.160
C 0.68525 -1.66622 0.41036  -0.127
C 1.90033 0.89611 -0.11136  -0.088
C -2.29400 0.60507 -0.33681  -0.062
O -1.71400 -0.56192 0.20553  -0.101
H 0.77413 -2.47298 -0.26291  0.055
H 1.03490 -2.20886 1.26578  0.063
H 1.88035 1.51194 0.71612  0.042
H 1.55343 1.56621 -0.83306  0.045
H 2.98189 0.64263 -0.23709  0.094
H -3.26396 0.58336 0.18811  0.092
H -2.34395 0.49922 -1.46378  0.116
H -1.72986 1.46904 0.11363  0.108

Atomic forces in eV per Å
-5.77 -0.80 3.96
6.38 0.73 -4.18
-0.45 0.45 0.33
1.17 -1.94 -1.07
0.08 0.57 0.94
0.54 -1.42 0.76
-0.44 -0.66 -2.01
0.24 0.79 1.72
-0.28 0.76 2.50
-0.04 1.01 -1.82
-0.98 -0.05 -0.32
-0.02 0.43 -0.98
0.09 0.56 1.38
-0.50 -0.43 -1.21

***

The molecule C5H8O in a non-equilibrium geometry, computed with wB97M-V/def2-TZVPD.

energy relative to the best compared isomer or geometry (same formula, charge and spin) = 1.5152 eV
Kohn-Sham gap = 0.348 Eh
LUMO energy = 0.90 eV
molecular weight = 84.1 g mol⁻¹
E = -7360.7400 eV
strongest force on any atom = 1.06 eV/A

Each line ends with the Löwdin charge.
Positions of all 14 atoms, in Å:
C 2.14952 -0.98402 -1.22948  -0.008
C 0.85896 -0.73099 -1.07571  -0.198
C 0.25807 0.38483 -0.29329  -0.079
C -0.79502 0.21260 0.50494  -0.390
O -1.24558 -1.04482 0.82160  0.031
C -1.61664 1.32028 1.12700  -0.021
H 2.54058 -1.71620 -1.93628  0.052
H 2.94323 -0.56692 -0.62621  0.053
H 0.13748 -1.24428 -1.71259  0.106
H 0.74787 1.33806 -0.44400  0.111
H -0.48680 -1.61851 0.96072  0.105
H -1.01200 2.10973 1.57512  0.084
H -2.16198 0.87461 1.94891  0.073
H -2.31770 1.66563 0.37928  0.080

Atomic forces in eV per Å
0.66 -0.67 -0.03
-0.46 0.53 -0.25
0.66 -0.64 -0.13
0.37 0.60 0.22
-0.32 0.17 0.10
0.35 -0.97 0.22
-0.45 0.02 0.05
-0.16 0.52 0.15
0.15 -0.21 0.13
-0.40 0.22 0.19
0.08 -0.13 -0.30
0.03 0.11 -0.51
-0.34 -0.02 0.12
-0.17 0.48 0.03

***

The molecule C5H8O, computed with wB97M-V/def2-TZVPD.

energy relative to the best compared isomer or geometry (same formula, charge and spin) = 2.1374 eV
Kohn-Sham gap = 0.347 Eh
LUMO energy = 0.86 eV
molecular weight = 84.1 g mol⁻¹
E = -7360.1179 eV
strongest force on any atom = 0.36 eV/A

Each line ends with the Löwdin charge.
Positions of all 14 atoms, in Å:
C -1.53199 -1.22146 0.40917  -0.102
C 0.90775 0.70315 0.10468  -0.412
C 1.43289 0.57059 -1.29038  -0.025
O 1.88719 0.61399 1.05127  0.040
C -0.37308 0.86933 0.38877  -0.018
C -1.54307 0.29371 0.54796  -0.157
H -0.75430 -1.62591 1.06357  0.075
H -1.24521 -1.46280 -0.62051  0.075
H -2.46982 -1.73252 0.63288  0.063
H 2.13003 1.37491 -1.54062  0.084
H 0.60772 0.56953 -2.00630  0.087
H 1.96990 -0.38210 -1.36801  0.090
H 1.45394 0.58852 1.91662  0.114
H -2.47193 0.84107 0.71091  0.087

Atomic forces in eV per Å
-0.03 -0.11 0.03
-0.27 0.10 -0.22
0.03 0.04 -0.03
-0.04 0.08 0.20
0.08 -0.25 0.01
0.17 0.06 -0.09
-0.17 -0.09 -0.10
-0.13 -0.11 0.14
-0.03 0.21 0.03
-0.04 -0.07 0.02
0.14 0.06 0.12
-0.03 0.16 0.01
0.15 0.05 -0.10
0.19 -0.14 -0.03

***

The molecule C5H8O, computed with wB97M-V/def2-TZVPD.

energy relative to the best compared isomer or geometry (same formula, charge and spin) = 1.6075 eV
Kohn-Sham gap = 0.398 Eh
LUMO energy = 0.94 eV
molecular weight = 84.1 g mol⁻¹
E = -7360.6477 eV
strongest force on any atom = 0.77 eV/A

Each line ends with the Löwdin charge.
Positions of all 14 atoms, in Å:
C -1.19236 -0.73843 -0.61281  -0.064
C -0.42595 0.56466 -0.54867  -0.273
C -0.02481 1.33952 0.67501  -0.084
C 0.99247 0.45692 0.01852  -0.218
C 1.22137 -0.88849 0.61279  -0.255
O 1.44933 -1.86091 -0.07278  0.042
H -1.62823 -1.04836 0.34407  0.090
H -1.96523 -0.73082 -1.38257  0.076
H -0.44787 -1.50609 -0.87562  0.064
H -0.48451 1.16383 -1.45341  0.131
H -0.39355 1.00470 1.64689  0.109
H 0.08220 2.42086 0.58770  0.104
H 1.76699 0.82878 -0.64386  0.144
H 1.05014 -1.00617 1.70474  0.134

Atomic forces in eV per Å
0.08 -0.24 -0.04
0.19 0.01 -0.15
-0.09 0.11 0.17
-0.13 0.03 -0.21
0.10 -0.36 -0.31
0.45 0.35 0.52
-0.01 0.16 -0.11
-0.06 0.13 0.20
-0.73 0.06 -0.18
0.05 -0.09 0.11
0.05 0.03 -0.23
-0.05 -0.32 0.01
0.07 0.06 0.31
0.10 0.08 -0.09

***

The molecule C5H8O in a non-equilibrium geometry, computed with wB97M-V/def2-TZVPD.

energy relative to the best compared isomer or geometry (same formula, charge and spin) = 2.3888 eV
Kohn-Sham gap = 0.377 Eh
LUMO energy = 0.93 eV
molecular weight = 84.1 g mol⁻¹
E = -7359.8665 eV
strongest force on any atom = 2.44 eV/A

Each line ends with the Löwdin charge.
Positions of all 14 atoms, in Å:
C 1.05087 -1.11716 -0.95163  -0.206
C 1.68430 -0.91495 -2.09725  -0.003
C -0.93910 1.16802 1.42463  -0.228
O -2.23615 1.04682 2.05961  -0.095
C -0.66295 0.01221 0.45427  -0.073
C 0.58592 -0.11475 0.01371  -0.135
H 0.85800 -2.15698 -0.66371  0.102
H 1.75098 0.13583 -2.39914  0.060
H 2.03898 -1.56715 -2.87530  0.049
H -0.99798 2.04840 0.77968  0.119
H -0.26396 1.04413 2.26798  0.120
H -2.75537 0.42032 1.55644  0.055
H -1.55322 -0.45448 0.04598  0.112
H 1.43968 0.44974 0.38474  0.121

Atomic forces in eV per Å
-0.16 -2.02 -0.47
-0.40 2.11 -0.25
-1.70 -1.72 -0.31
0.35 0.05 -0.11
0.68 1.66 0.57
0.10 -0.73 -0.44
0.03 0.18 0.01
0.35 -0.13 0.04
-0.10 -0.77 0.41
0.75 0.45 0.75
0.55 1.05 -0.37
-0.24 -0.09 -0.08
0.30 -0.50 -0.16
-0.52 0.45 0.41

***

A structure of composition C5H8O, computed with wB97M-V/def2-TZVPD.

energy relative to the best compared isomer or geometry (same formula, charge and spin) = 1.8031 eV
Kohn-Sham gap = 0.386 Eh
LUMO energy = 1.07 eV
molecular weight = 84.1 g mol⁻¹
E = -7360.4521 eV
strongest force on any atom = 0.86 eV/A

Each line ends with the Löwdin charge.
Positions of all 14 atoms, in Å:
C -0.00936 -0.22317 1.23922  -0.086
C 0.85426 0.18410 0.00429  -0.246
C 0.19681 -1.05765 -0.67285  -0.075
C -1.02012 -0.51812 0.12685  -0.273
O -1.27614 0.81057 -0.39122  -0.121
C 0.04312 1.31981 -0.59081  -0.184
H 0.47339 -1.06302 1.76010  0.117
H -0.38892 0.52371 1.93056  0.113
H 1.93523 0.33813 0.05477  0.137
H 0.63743 -1.95369 -0.21562  0.111
H 0.18772 -1.16358 -1.76082  0.111
H -2.03417 -0.92293 0.26306  0.151
H 0.18305 2.28134 -0.08108  0.123
H 0.21769 1.44452 -1.66645  0.121

Atomic forces in eV per Å
0.08 0.30 0.39
0.29 0.12 -0.02
0.16 -0.09 -0.08
-0.45 -0.15 0.01
-0.02 -0.30 -0.15
0.18 0.12 -0.12
-0.56 0.15 -0.20
0.37 0.26 0.16
-0.19 -0.21 0.04
-0.41 0.10 -0.22
-0.17 0.26 0.09
0.72 -0.48 -0.01
-0.11 -0.17 -0.04
0.10 0.09 0.13

***

A cluster of 2 separate species, C5H8O in total, computed with wB97M-V/def2-TZVPD.

energy relative to the best compared isomer or geometry (same formula, charge and spin) = 4.4039 eV
Kohn-Sham gap = 0.333 Eh
LUMO energy = 0.86 eV
molecular weight = 84.1 g mol⁻¹
E = -7357.8514 eV
strongest force on any atom = 0.36 eV/A

Each line ends with the Löwdin charge.
Positions of all 14 atoms, in Å:
C 1.29784 0.43088 -0.75671  -0.050
C 0.62089 0.74437 0.56810  -0.218
C -0.69712 1.46583 0.75338  -0.103
O -1.72465 0.46154 0.45003  -0.062
C -1.10237 -0.45049 -0.33435  -0.121
C 0.23673 -0.45937 -0.23967  -0.179
H 1.05941 1.01833 -1.64146  0.109
H 2.34167 0.12698 -0.69596  0.098
H 1.23033 0.57695 1.45566  0.133
H -0.87103 2.31452 0.08016  0.125
H -0.85309 1.78622 1.78475  0.120
H -1.76921 -1.06081 -0.93549  0.126
H -0.00667 -3.82835 -0.27595  0.025
H 0.23727 -3.12660 -0.21248  -0.002

Atomic forces in eV per Å
0.18 0.08 -0.15
-0.02 0.12 0.22
0.13 0.19 0.04
-0.08 -0.06 0.06
0.20 -0.12 -0.12
-0.35 0.00 -0.06
0.03 -0.08 0.15
-0.18 0.03 0.02
-0.09 0.00 -0.15
0.02 -0.13 0.06
0.05 -0.03 -0.15
0.10 0.08 0.08
0.05 0.01 0.00
-0.05 -0.10 -0.01

***

The molecule C5H8O in a non-equilibrium geometry, computed with wB97M-V/def2-TZVPD.

energy relative to the best compared isomer or geometry (same formula, charge and spin) = 2.0718 eV
Kohn-Sham gap = 0.364 Eh
LUMO energy = 0.50 eV
molecular weight = 84.1 g mol⁻¹
E = -7360.1835 eV
strongest force on any atom = 3.34 eV/A

Each line ends with the Löwdin charge.
Positions of all 14 atoms, in Å:
C 0.65733 -0.97536 0.18909  -0.093
C 1.98646 -0.67428 0.02004  -0.320
C -0.26648 0.00264 0.21159  -0.277
C -1.70502 -0.54688 -0.09197  -0.043
C -0.09722 1.46649 0.11758  -0.074
O 2.30535 0.47765 -0.02820  0.010
H 0.31876 -2.02481 0.05837  0.117
H 2.77259 -1.46568 0.08658  0.125
H -1.77554 -1.61084 -0.10942  0.059
H -1.86009 -0.01128 -1.00749  0.071
H -2.52960 -0.18463 0.52906  0.078
H 0.58035 1.65828 -0.78066  0.103
H 0.65612 1.87209 0.98334  0.152
H -1.04301 2.01660 -0.17792  0.092

Atomic forces in eV per Å
-2.84 -1.73 -0.26
2.51 -0.65 1.10
-2.50 -1.72 -0.55
0.87 2.09 1.20
2.20 1.56 -0.23
1.98 2.01 -0.44
0.27 0.78 0.42
-0.32 0.01 -0.46
0.16 -0.60 -0.47
-0.57 -0.46 -1.14
0.38 0.19 0.42
-0.67 -0.32 1.01
-2.41 -0.65 -1.90
0.93 -0.52 1.32